10
Properties=species:S:1:pos:R:3:mulliken_charge:R:1 method="wB97M-V/def2-TZVPD" energy_ha=-679.1880 orbital_gap_ha="0.2278 / 0.3054" e_above_lowest_kcal_mol=123.18 max_force_ev_per_a=5.85 e_lumo_ev="-2.03 / -0.79"
P 2.21086 -0.75153 1.53344 0.051
O -0.82196 -1.59351 1.01559 -0.511
O 1.15259 0.78929 -0.46548 -0.469
N -1.43793 0.09937 -0.35530 0.275
N -1.08291 1.25452 -0.79450 -0.610
C -0.55815 -0.60484 0.41435 0.270
C 0.81713 -0.08267 0.39893 0.459
H -2.08006 -0.55949 -0.81730 0.264
H -1.42644 1.52059 -1.69024 0.199
H 3.22687 -0.07173 0.76050 0.073

***

9
Properties=species:S:1:pos:R:3:mulliken_charge:R:1 method="wB97M-V/def2-TZVPD" energy_ha=-603.9509 orbital_gap_ha=0.3286 e_above_lowest_kcal_mol=94.65 max_force_ev_per_a=4.07 e_lumo_ev=-0.01
P 1.10836 1.22299 2.14613 -0.200
O 1.84458 1.97885 -0.46983 -0.330
N -0.79976 -1.29666 -0.87834 0.540
N -0.80613 -2.36206 -0.31573 -0.778
C 1.42733 1.62685 0.56533 0.504
C -1.24618 -0.33194 -1.36887 -0.277
H -0.23050 -2.48146 0.51370 0.247
H -0.25710 1.35768 2.10616 0.026
H -1.04060 0.28576 -2.29856 0.267

***

9
Properties=species:S:1:pos:R:3:mulliken_charge:R:1 method="wB97M-V/def2-TZVPD" energy_ha=-603.8934 orbital_gap_ha=0.2994 e_above_lowest_kcal_mol=130.77 max_force_ev_per_a=4.52 e_lumo_ev=0.08
P -0.90827 -0.27750 -0.75992 0.212
O -0.32308 1.24524 -0.16295 -0.239
N 2.42335 0.23769 -0.11317 -0.504
N 1.63564 -0.58574 -0.20324 0.426
C 0.70388 -1.26455 -0.73203 -0.226
C 0.70238 1.95953 -0.59881 -0.194
H -1.14012 -0.44704 0.58820 0.056
H 0.66162 -2.23443 -0.36736 0.326
H 0.89112 2.94865 -0.09754 0.143

***

9
Properties=species:S:1:pos:R:3:mulliken_charge:R:1 method="wB97M-V/def2-TZVPD" energy_ha=-603.8860 orbital_gap_ha="0.2392 / 0.2318" e_above_lowest_kcal_mol=135.38 max_force_ev_per_a=2.30 e_lumo_ev="-1.97 / -2.05"
P 2.05280 0.72494 1.64362 0.060
O -1.11021 -1.00646 -1.57843 -0.561
N 1.13912 -1.33329 -0.65940 -0.627
N 0.14302 -0.70708 -0.63506 0.550
C 0.45145 1.02089 1.10223 -0.146
C -0.36572 0.36330 0.19558 -0.186
H -1.31005 0.84453 -0.08391 0.320
H -1.02329 -1.93397 -1.46267 0.337
H 0.02289 2.02715 1.47804 0.254